1.
DFT (ωB97M-V/def2-TZVPD) results for a structure of composition C5H13NO at a distorted geometry.

Cartesian coordinates (Å):
C -0.45384 0.22757 -0.57674
C -0.63302 -0.94583 0.17472
C 2.34569 0.21043 1.06377
C -0.69105 1.60933 -0.05117
C -2.44342 -0.59996 -0.57732
N 1.42755 -0.35908 0.10705
O 2.18161 -0.88621 -1.01372
H 2.53160 -1.73918 -0.71494
H -0.23534 0.11647 -1.63081
H -0.38882 -1.89890 -0.26681
H -0.83803 -0.87903 1.23376
H 2.97942 0.99291 0.62069
H 1.75294 0.65437 1.86929
H 3.01316 -0.54438 1.51458
H -1.52937 2.08957 -0.56166
H -0.89896 1.59891 1.01935
H 0.19796 2.21409 -0.22768
H -2.75864 -1.63977 -0.54944
H -2.58154 -0.21987 -1.58688
H -2.97789 -0.00143 0.15396

Values from the calculation:
Gap between HOMO and LUMO ... 8.06 eV
Strongest force on any atom ... 3.3 eV/Å
Total charge ... 0
Relative energy (zero: lowest compared OMol25 entry of this formula, charge and spin) ... 7.1568 eV
2S+1 ... 1
E_tot ... -328.05584 a.u.

These are the natural (NBO) partial charges, in e, on atoms 1 to 6: number 1, C, carries 0.070; number 2, C, carries -0.247; number 3, C, carries -0.442; number 4, C, carries -0.665; number 5, C, carries -0.700; number 6, N, carries -0.351


2.
DFT (ωB97M-V/def2-TZVPD) results for a structure of composition C23H38N4OPS4Y.

Cartesian coordinates (Å):
Y -0.51147 2.63027 0.05459
S -5.00956 3.29977 -0.17223
C -3.37254 3.33231 -0.10312
S -2.43546 3.31007 -1.61426
S -2.56515 3.37823 1.47689
C 2.44514 5.04895 2.98510
S 0.79201 4.58615 2.47387
O 1.01929 4.04182 1.06291
C 0.52943 3.15255 3.48642
C 1.34891 2.03628 3.37327
C 1.05973 0.91740 4.13181
C -0.04457 0.91624 4.97622
C -0.86817 2.02785 5.06615
C -0.58677 3.15708 4.31233
H 3.12730 4.21218 2.85212
H 2.40479 5.35101 4.03117
H 2.74718 5.89048 2.36444
H 2.17751 2.03330 2.67625
H 1.68188 0.03638 4.05010
H -0.27413 0.02993 5.55350
H -1.74203 2.01071 5.70277
H -1.24092 4.01988 4.33899
N -0.06313 0.62279 0.57194
P 0.05709 -0.51367 -0.47326
N 1.12635 -0.23146 -1.76515
C 0.78661 0.89841 -2.60821
C 1.58713 0.88139 -3.90492
C 3.08418 0.83084 -3.61395
C 3.40507 -0.32450 -2.66917
C 2.54415 -0.24156 -1.41571
N 0.58747 -1.94802 0.16640
C 0.93862 -3.12093 -0.61908
C 0.19462 -4.35020 -0.10903
C 0.44940 -4.54983 1.38390
C 0.12570 -3.27874 2.16782
C 0.87033 -2.08189 1.58779
N -1.37557 -0.73091 -1.33316
C -2.59887 -0.74138 -0.51443
C -3.81481 -0.36964 -1.35045
C -3.94394 -1.27366 -2.57006
C -2.64094 -1.26555 -3.36080
C -1.46853 -1.64965 -2.46615
H 1.01905 1.86910 -2.09749
H -0.28408 0.89458 -2.81272
H 1.33244 1.76055 -4.49997
H 1.28650 0.00094 -4.47999
H 3.39016 1.77240 -3.14356
H 3.65345 0.74412 -4.54122
H 4.45964 -0.30938 -2.38442
H 3.21501 -1.27912 -3.16812
H 2.80528 0.67106 -0.85154
H 2.74224 -1.08734 -0.75771
H 2.02347 -3.29740 -0.54106
H 0.72587 -2.93681 -1.67077
H 0.50783 -5.23160 -0.67431
H -0.87590 -4.21079 -0.28763
H 1.50297 -4.80991 1.53665
H -0.13812 -5.39038 1.75876
H 0.39193 -3.40106 3.22114
H -0.94853 -3.07600 2.12439
H 1.95432 -2.22124 1.73331
H 0.57728 -1.15131 2.07057
H -2.47429 -0.03031 0.30094
H -2.74029 -1.73758 -0.06284
H -3.72376 0.67357 -1.66473
H -4.70294 -0.43311 -0.71798
H -4.77558 -0.94915 -3.19852
H -4.16632 -2.29932 -2.25192
H -2.46417 -0.26440 -3.76572
H -2.68566 -1.95833 -4.20519
H -0.53511 -1.60482 -3.02934
H -1.60602 -2.68764 -2.12260

Values from the calculation:
Gap between HOMO and LUMO ... 6.83 eV
Strongest force on any atom ... 0.7 eV/Å
Total charge ... 0
Relative energy (zero: lowest compared OMol25 entry of this formula, charge and spin) ... 0.0000 eV
2S+1 ... 1
E_tot ... -3166.06311 a.u.

These are the Mulliken partial charges, in e, on atoms 1 to 6: number 1, Y, carries 0.793; number 2, S, carries -0.246; number 3, C, carries 0.198; number 4, S, carries -0.431; number 5, S, carries -0.365; number 6, C, carries -1.072


3.
DFT (ωB97M-V/def2-TZVPD) results for the molecule C5H4F2N2 at a distorted geometry.

Cartesian coordinates (Å):
C 1.31372 -0.33610 -0.02102
C 0.31565 -1.28008 -0.05946
C -1.01360 -0.92620 0.03055
C -0.37178 1.19297 -0.04892
C 0.93452 1.02618 -0.27001
H 3.07319 -1.50800 0.27315
H 3.41652 0.07719 0.67924
H 0.49165 -2.34624 -0.24855
H 1.48854 1.99859 -0.30466
N 2.66824 -0.61818 0.04647
N -1.35299 0.31533 0.14170
F -1.91642 -1.87681 -0.01772
F -0.83333 2.52545 0.07292

Values from the calculation:
Gap between HOMO and LUMO ... 9.89 eV
Strongest force on any atom ... 5.2 eV/Å
Total charge ... 0
Relative energy (zero: lowest compared OMol25 entry of this formula, charge and spin) ... 0.0000 eV
2S+1 ... 1
E_tot ... -502.14602 a.u.
Structure (SMILES) ... Nc1cc(F)nc(F)c1

These are the natural (NBO) partial charges, in e, on atoms 1 to 6: number 1, C, carries 0.247; number 2, C, carries -0.416; number 3, C, carries 0.629; number 4, C, carries 0.597; number 5, C, carries -0.383; number 6, H, carries 0.392


4.
DFT (ωB97M-V/def2-TZVPD) results for a structure of composition C7H13NO3 at a distorted geometry.

Cartesian coordinates (Å):
C 3.70941 -0.87132 -0.05996
C 1.86742 0.36487 -0.00929
C 0.35493 0.31861 0.25506
C -0.40384 -0.86772 -0.33369
C -1.87823 -0.73067 0.20843
C -2.47618 0.50111 -0.27978
C -1.70506 1.61668 0.14321
H 4.05683 -0.77568 0.74020
H 4.00696 -0.23110 -0.78515
H 4.32031 -2.12197 -0.42774
H 0.19969 0.59522 1.32354
H -0.02208 -1.79972 0.55934
H -0.00728 -0.69715 -1.22071
H -1.98528 -0.64146 1.27504
H -2.33335 -2.59241 -0.38483
H -3.91806 0.69900 0.05001
H -2.22225 0.35944 -1.25468
H -1.96565 2.47372 -0.08003
H -1.75686 1.93192 1.38021
H 0.34001 2.21597 -0.05171
N -0.26228 1.61004 -0.40808
O 2.32215 -0.81353 0.16498
O 2.40029 1.28578 -0.46831
O -2.64160 -1.82963 -0.33604

Values from the calculation:
Gap between HOMO and LUMO ... 10.09 eV
Strongest force on any atom ... 13.5 eV/Å
Total charge ... 0
Relative energy (zero: lowest compared OMol25 entry of this formula, charge and spin) ... 10.6196 eV
2S+1 ... 1
E_tot ... -554.64985 a.u.

These are the natural (NBO) partial charges, in e, on atoms 1 to 6: number 1, C, carries -0.142; number 2, C, carries 0.779; number 3, C, carries -0.166; number 4, C, carries -0.409; number 5, C, carries 0.076; number 6, C, carries -0.366


5.
DFT (ωB97M-V/def2-TZVPD) results for a structure of composition C4H6CoMgO5 at a distorted geometry.

Cartesian coordinates (Å):
O -1.51840 1.57554 0.70277
C -2.36052 0.56082 0.27311
C -1.67845 -0.33693 -0.75380
O -0.38159 -0.66678 -0.21559
C 0.38928 -1.55538 -0.90069
Co 0.22169 0.94562 0.82250
H -3.27978 0.94970 -0.20703
H -2.69433 -0.07687 1.11816
H -1.51742 0.19160 -1.70566
H -2.23797 -1.26597 -0.93295
H 1.41255 -1.69088 -0.55677
H -0.13438 -2.27728 -1.52892
O 1.58620 0.18492 2.03099
C 2.47198 0.62451 1.21482
O 1.99798 1.22888 0.13657
O 3.71024 0.40631 1.26884
Mg 4.01292 1.20219 -0.76635

Values from the calculation:
Gap between HOMO and LUMO (alpha / beta) ... 4.54 / 4.20 eV
Strongest force on any atom ... 2.1 eV/Å
Total charge ... -1
<S²> ... 6.0111
2S+1 ... 5
E_tot ... -2115.09152 a.u.

These are the natural (NBO) partial charges, in e, on atoms 1 to 6: number 1, O, carries -0.928; number 2, C, carries -0.076; number 3, C, carries -0.096; number 4, O, carries -0.585; number 5, C, carries -0.064; number 6, Co, carries 1.486


Please write out number 1 again, unchanged.
DFT (ωB97M-V/def2-TZVPD) results for a structure of composition C5H13NO at a distorted geometry.

Cartesian coordinates (Å):
C -0.45384 0.22757 -0.57674
C -0.63302 -0.94583 0.17472
C 2.34569 0.21043 1.06377
C -0.69105 1.60933 -0.05117
C -2.44342 -0.59996 -0.57732
N 1.42755 -0.35908 0.10705
O 2.18161 -0.88621 -1.01372
H 2.53160 -1.73918 -0.71494
H -0.23534 0.11647 -1.63081
H -0.38882 -1.89890 -0.26681
H -0.83803 -0.87903 1.23376
H 2.97942 0.99291 0.62069
H 1.75294 0.65437 1.86929
H 3.01316 -0.54438 1.51458
H -1.52937 2.08957 -0.56166
H -0.89896 1.59891 1.01935
H 0.19796 2.21409 -0.22768
H -2.75864 -1.63977 -0.54944
H -2.58154 -0.21987 -1.58688
H -2.97789 -0.00143 0.15396

Values from the calculation:
Gap between HOMO and LUMO ... 8.06 eV
Strongest force on any atom ... 3.3 eV/Å
Total charge ... 0
Relative energy (zero: lowest compared OMol25 entry of this formula, charge and spin) ... 7.1568 eV
2S+1 ... 1
E_tot ... -328.05584 a.u.

These are the natural (NBO) partial charges, in e, on atoms 1 to 6: number 1, C, carries 0.070; number 2, C, carries -0.247; number 3, C, carries -0.442; number 4, C, carries -0.665; number 5, C, carries -0.700; number 6, N, carries -0.351